ORCA calculation (ωB97M-V/def2-TZVPD) on a molecular structure, C40H41AlN5O2STe2.

```
! RIJCOSX wB97M-V def2-TZVPD def2/J DEFGRID3
* xyz -1 1
H -2.951 -1.770 0.544
H -0.747 -4.678 2.634
C -0.434 1.168 -1.766
N -0.403 1.667 -3.000
C 4.166 -2.332 3.399
Te 1.792 -1.797 -0.907
H -1.517 3.119 3.891
C -1.214 -0.090 4.270
C 4.935 0.335 3.446
C -0.595 3.196 1.970
C -1.525 -0.335 -3.695
C -3.706 0.463 3.180
C 0.078 -4.671 1.933
N -0.221 -0.057 2.031
H -3.683 -0.830 -0.769
C 0.902 -5.780 1.811
H 0.591 1.698 5.428
C 5.263 -1.943 4.151
C 1.962 -5.746 0.916
C 2.200 -4.611 0.154
C 1.034 0.825 4.942
H -2.953 4.884 4.621
C 4.896 2.890 -0.156
C -0.388 3.937 0.816
H 2.595 -1.699 2.096
C 5.126 0.497 -0.296
H 0.720 -6.665 2.409
H 5.817 -2.676 4.723
H -0.949 1.325 -4.940
H 1.222 1.088 3.903
O 0.040 4.053 -1.710
H 4.794 -0.498 -0.021
C -1.441 -0.792 -2.395
C 5.974 3.042 -1.017
H -2.199 0.058 6.149
N 0.125 1.744 -0.648
H -4.530 -1.016 0.775
H 5.235 1.375 3.468
C 1.375 -3.493 0.275
H 1.701 -1.808 5.114
H -0.203 -0.491 6.063
H 6.707 -0.221 -1.547
N -0.926 -0.043 -1.435
C -2.865 0.379 0.845
H -0.258 2.168 2.047
C 6.205 0.655 -1.155
C 6.631 1.926 -1.516
H 2.615 -6.605 0.814
H 3.847 -3.367 3.380
H -3.166 2.536 0.810
H -1.996 6.779 1.706
H -3.178 6.307 3.764
C -3.586 0.406 4.560
C 0.082 -0.369 5.011
C -1.307 0.008 2.839
C 4.476 1.616 0.207
H 7.469 2.046 -2.192
C -1.315 3.733 3.020
H 0.104 -2.522 4.834
H -3.666 1.705 -0.671
H -4.677 0.672 2.742
Te 2.843 1.411 1.536
Al 0.446 0.050 0.455
C 3.840 -0.060 2.679
H -4.438 0.564 5.209
C 0.749 -1.674 4.595
S 0.527 3.331 -0.569
H -0.342 -2.671 1.281
C -1.594 5.775 1.783
C 0.306 -3.534 1.168
N -2.540 5.567 4.006
H 4.372 3.760 0.217
C -3.635 1.630 0.420
O 1.938 3.408 -0.263
H 6.297 4.037 -1.298
C -0.881 5.234 0.727
C 3.454 -1.389 2.667
C -3.546 -0.884 0.315
H 0.931 -1.670 3.526
C -2.329 0.123 5.073
C -0.968 0.915 -3.934
H -1.964 -0.931 -4.481
H -1.794 -1.775 -2.102
C 5.646 -0.606 4.175
H 3.041 -4.589 -0.528
H -0.737 5.799 -0.183
C -1.826 5.026 2.938
H -1.888 0.430 0.370
H 1.992 0.608 5.424
C -2.621 0.286 2.335
H 6.496 -0.295 4.769
H -4.668 1.607 0.777
*
```

Frontier orbital gap in eV: 5.944
HOMO level in eV: -3.6
Relative energy (zero: lowest compared OMol25 entry of this formula, charge and spin) in eV: 0.608
Maximum force in hartree/bohr: 0.0104